Density functional theory data (wB97M-V/def2-TZVPD) for C6H15NO4S in the gas phase at a distorted geometry.

Calculated values
SMILES: CCOC=[S@](=O)(O)OCN(C)C
HOMO-LUMO gap (spin up / spin down): 8.562 / 8.562 eV
spin multiplicity: 1
HOMO level (spin up / spin down): -8.21 / -8.20 eV

```
27
Properties=species:S:1:pos:R:3:forces:R:3
C -4.67439 -0.25248 0.79384 0.8 2.7 0.4
C -3.64111 0.17340 -0.22833 0.4 2.0 0.8
O -2.42928 0.86868 0.35148 -1.5 0.0 -0.7
C -1.42786 0.18572 0.93059 -1.8 -2.2 0.0
S -0.28676 -0.42729 -0.32171 1.4 0.8 -1.2
O -0.15294 0.46034 -1.48143 -0.9 -1.3 1.1
O 0.08098 -2.06958 -0.89765 0.4 1.7 1.1
O 0.98723 -0.23371 0.57785 -1.8 -0.2 -0.1
C 2.33927 -0.69079 0.57791 0.8 -0.3 2.9
N 3.25987 0.17153 0.05500 0.8 1.5 -1.0
C 3.35009 1.47561 0.74476 3.1 1.7 -4.7
C 3.03943 0.19126 -1.40723 -0.9 0.0 -0.3
H -4.72310 0.52358 1.61263 0.2 -1.3 -0.5
H -5.59327 -0.14926 0.30105 -1.6 0.0 -0.7
H -4.58443 -1.26141 1.04703 0.3 -1.4 1.1
H -4.12067 0.89268 -0.95779 1.0 -0.7 0.8
H -3.25326 -0.67947 -0.70597 0.5 -1.0 -1.1
H -1.82071 -0.77629 1.50781 1.0 1.6 -0.8
H -0.67833 -2.34726 -1.41302 -0.4 0.0 -0.2
H 2.50408 -0.71553 1.67812 0.0 -0.6 -0.7
H 2.44260 -1.62125 0.10552 -0.3 -1.5 -0.5
H 4.38034 1.96289 0.48177 -1.0 -1.4 0.6
H 2.81457 2.31740 0.28371 -1.2 -0.6 0.5
H 3.34862 1.45027 1.76706 -0.6 -0.4 2.5
H 1.92881 0.30133 -1.52474 1.2 0.0 -0.7
H 3.52966 0.98601 -1.95553 0.2 0.4 0.4
H 3.38055 -0.73641 -1.92269 -0.3 0.3 0.8
```
Forces are in eV/Å.

Atom charges from the Löwdin analysis, given in e for atoms 1 to 4: -0.075 -0.187 -0.225 -0.258



Density functional theory data (wB97M-V/def2-TZVPD) for 2 unconnected molecules or ions with the total composition C6H15NOS3 at a distorted geometry.

Calculated values
HOMO-LUMO gap (spin up / spin down): 8.124 / 6.823 eV
spin multiplicity: 1
HOMO level (spin up / spin down): -7.84 / -7.65 eV

```
26
Properties=species:S:1:pos:R:3:forces:R:3
C -0.74849 -0.60397 -0.00794 3.6 -0.6 -2.1
C 2.27970 1.08567 -0.30453 0.6 -1.9 1.4
C -0.90353 2.61800 -0.98719 -3.1 2.9 0.8
C -0.53601 -4.05826 0.95729 -2.2 -1.1 2.1
C 1.07217 0.69512 -1.12899 0.6 -2.9 0.9
C -0.53080 1.85005 0.24960 -4.0 -2.9 -2.2
N -0.22859 0.59241 -0.44550 2.5 0.1 0.8
O -1.72522 -0.04579 2.52490 -0.4 0.1 0.2
S -1.07488 -1.70191 -1.42461 0.5 -0.6 0.2
S -0.49295 -0.76854 2.93480 0.2 0.2 0.6
S 0.41126 -1.53408 1.29113 -0.2 0.3 -0.3
H 2.03239 1.88431 0.28079 -0.7 2.5 1.6
H 2.65459 0.37447 0.49218 -0.5 0.2 -1.3
H 3.12057 1.46497 -0.84106 0.5 -0.2 -1.0
H -1.53436 2.03115 -1.65139 0.2 -0.1 0.0
H -1.53997 3.49123 -0.71561 0.2 -0.3 0.0
H -0.13872 3.09203 -1.54556 1.2 0.0 -0.4
H 0.37693 -4.30230 0.55274 1.6 0.2 -1.7
H -0.77022 -4.78365 1.73884 -0.1 0.3 0.1
H -1.36589 -3.42952 0.68489 0.4 -0.1 -0.7
H 1.02872 1.37718 -1.90609 -0.5 1.2 -1.6
H 1.32058 -0.27541 -1.56586 -0.4 0.0 -0.2
H 0.25488 2.28943 0.72401 2.0 0.9 1.9
H -1.40910 1.53923 0.91660 1.2 1.3 -0.7
H 0.05201 -2.45519 -1.31786 -0.5 0.2 -0.1
H -1.60505 -0.42660 0.49441 -2.8 0.3 1.7
```
Forces are in eV/Å.

Atom charges from the Löwdin analysis, given in e for atoms 1 to 4: -0.855 -0.080 -0.090 -0.054



Density functional theory data (wB97M-V/def2-TZVPD) for 2 unconnected molecules or ions with the total composition C6H15NS at a distorted geometry.

Calculated values
HOMO-LUMO gap: 8.351 eV
spin multiplicity: 1
HOMO level: -8.20 eV

```
23
Properties=species:S:1:pos:R:3:forces:R:3
C -1.69921 0.05407 -0.98918 -0.2 -3.3 -0.4
C -2.81756 0.16177 0.04965 -0.1 -1.0 -0.7
S -2.38294 0.97673 1.56002 3.5 2.8 -1.2
C -0.39133 -0.62329 -0.43069 -0.2 2.1 0.9
N 0.74029 0.30194 -0.50624 1.6 -0.8 0.5
C 1.52519 0.54320 0.75640 -1.0 0.7 -0.5
C 1.55357 -0.54097 1.82508 -0.2 -0.7 -0.4
C 1.66378 0.07949 -1.63590 -0.7 -0.4 0.0
H -1.57702 0.86271 -1.70558 0.2 0.3 0.5
H -2.03706 -0.83320 -1.57387 -0.4 0.9 -0.4
H -3.73567 0.52440 -0.41707 0.1 0.3 0.2
H -3.02764 -0.87680 0.36408 -0.1 0.3 -0.1
H -0.96687 1.84591 0.76026 -3.2 -1.8 1.9
H -0.56016 -0.78588 0.65017 -0.1 -0.4 -0.6
H -0.21714 -1.57251 -0.94315 0.1 0.0 0.1
H 2.52524 0.86071 0.41392 -0.4 -0.2 0.5
H 1.03409 1.41789 1.18467 0.4 0.2 0.4
H 2.27338 -0.30659 2.60188 0.6 -0.1 -0.2
H 0.63417 -0.60079 2.42101 -0.2 0.0 -0.6
H 1.73999 -1.52664 1.34124 0.1 0.5 0.6
H 2.68815 -0.13420 -1.31688 0.0 0.1 0.1
H 1.34780 -0.83818 -2.18806 0.1 1.0 -0.2
H 1.68694 1.01024 -2.22175 0.1 -0.6 -0.4
```
Forces are in eV/Å.

Atom charges from the Löwdin analysis, given in e for atoms 1 to 4: -0.263 -0.683 0.621 -0.240



Density functional theory data (wB97M-V/def2-TZVPD) for 2 unconnected molecules or ions with the total composition C6H15NSi at a distorted geometry.

Calculated values
HOMO-LUMO gap (spin up / spin down): 7.378 / 7.123 eV
spin multiplicity: 1
HOMO level (spin up / spin down): -7.37 / -7.67 eV

```
23
Properties=species:S:1:pos:R:3:forces:R:3
C 2.31541 1.68296 1.04595 1.5 0.5 -2.3
C 0.86849 0.14550 2.47096 2.1 -0.9 0.0
C -1.02684 0.89362 -2.34857 3.1 -0.7 3.0
C -0.71200 -2.12382 -1.65433 2.4 0.6 1.3
C -2.55515 -0.49255 -0.05796 -0.3 0.7 -1.1
C 2.29125 0.51770 1.96343 -1.0 1.2 2.3
N 3.19688 1.97281 0.19551 -1.3 0.3 0.4
Si -0.85783 -0.41874 -0.91063 -1.2 0.3 -1.4
H 0.31572 -0.07831 1.64080 -1.6 -1.3 -2.3
H 0.32689 0.95628 2.83951 -0.4 1.5 1.3
H 0.88688 -0.71733 3.14551 0.0 0.4 0.0
H -0.60288 1.74103 -1.80388 -0.2 0.5 -0.3
H -0.31244 0.68989 -3.11998 -0.1 -0.2 -0.8
H -2.00168 1.09956 -2.58191 -2.4 0.3 -1.0
H -1.42698 -2.69940 -1.22811 -3.0 -1.6 1.4
H -0.86635 -2.17460 -2.67205 -0.1 0.1 -2.4
H 0.11843 -2.75792 -1.37330 0.9 0.3 -0.3
H -3.32681 -1.02608 -0.71129 0.8 1.4 0.5
H -2.51668 -1.14053 0.75804 0.3 -1.1 1.7
H -2.80142 0.50198 0.36971 -0.5 -0.6 -0.6
H 2.85239 -0.34278 1.61132 0.2 0.1 0.0
H 2.68500 0.98609 2.90094 0.7 -0.7 -0.7
H 3.14971 2.78463 -0.47966 -0.3 -1.1 1.3
```
Forces are in eV/Å.

Atom charges from the Löwdin analysis, given in e for atoms 1 to 4: -0.159 -0.117 -0.216 -0.238



Density functional theory data (wB97M-V/def2-TZVPD) for 2 unconnected molecules or ions with the total composition C6H15O2 at a distorted geometry.

Calculated values
HOMO-LUMO gap: 6.043 eV
charge: -1
spin multiplicity: 1
HOMO level: -2.53 eV

```
23
Properties=species:S:1:pos:R:3:forces:R:3
C -2.15877 0.31040 0.96726 0.9 -2.5 -2.4
O -2.96720 -0.31398 1.76829 -0.8 -0.3 1.3
C -0.73439 -0.57156 0.80516 -0.2 2.5 -2.6
C 0.50614 0.35165 0.61002 -0.9 -0.7 1.2
C 0.38421 1.32521 -0.56898 1.1 -1.7 -0.4
C 0.56680 0.49974 -1.88900 -0.7 0.7 -0.3
C 1.99548 0.19698 -2.33295 0.7 -0.3 -0.2
H -1.77388 1.28835 1.30116 -0.1 0.7 -0.2
H -2.63628 0.31406 -0.15699 1.1 0.8 1.4
H -0.67434 -1.25067 -0.08681 -0.8 0.0 1.0
H -0.67450 -1.01924 1.75294 0.1 -0.4 0.4
H 0.65342 0.81784 1.59200 0.0 0.6 -0.3
H 1.37621 -0.31254 0.52837 0.3 0.3 -0.4
H -0.57203 1.88490 -0.57932 0.8 -0.2 0.1
H 1.30552 1.92013 -0.53055 -0.6 0.8 0.0
H 0.19773 1.11092 -2.70442 -0.5 0.3 -0.1
H -0.08149 -0.39060 -1.92749 0.4 0.2 0.3
H 2.75828 0.84477 -1.88183 -0.3 0.0 0.1
H 2.34781 -0.82731 -2.17774 -0.2 0.0 0.2
H 2.07930 0.37345 -3.41358 0.0 -0.1 0.1
H -0.33721 -2.37718 2.31550 0.5 -0.6 0.6
H -1.17296 -1.79913 3.31719 -0.1 -0.1 0.6
O -0.38786 -2.37621 3.29175 -0.5 0.1 -0.7
```
Forces are in eV/Å.

Atom charges from the Löwdin analysis, given in e for atoms 1 to 4: -0.544 -0.337 -0.189 -0.257



Density functional theory data (wB97M-V/def2-TZVPD) for 2 unconnected molecules or ions with the total composition C6H15O2 at a distorted geometry.

Calculated values
HOMO-LUMO gap (spin up / spin down): 11.036 / 8.273 eV
spin multiplicity: 2
HOMO level (spin up / spin down): -10.25 / -9.85 eV

```
23
Properties=species:S:1:pos:R:3:forces:R:3
C 0.99190 0.85034 2.32601 1.9 -2.3 -0.8
O 0.29328 1.93453 2.15627 -1.4 1.8 -0.1
C 0.30770 -0.46442 1.74076 -0.5 1.2 1.1
C 0.35554 -0.54179 0.25324 -3.3 -1.5 -0.7
C -0.68032 0.47452 -0.33180 2.1 -0.7 -2.2
C -0.18637 0.78044 -1.79164 -0.4 3.0 1.9
C -2.16074 0.06479 -0.40830 2.1 -2.8 -1.3
H 1.04875 0.69916 3.42604 0.1 -0.1 -0.1
H 2.04954 0.96238 1.92301 -0.7 -0.3 0.5
H 0.69246 -1.31058 2.22137 1.2 -1.3 0.7
H -0.71078 -0.42990 2.15163 -0.1 0.1 -0.5
H 0.21724 -1.57262 -0.22185 -0.8 0.7 1.2
H 1.30484 -0.47304 -0.14796 2.3 1.5 -0.5
H -0.47744 1.39519 0.27004 -0.8 -0.5 -0.6
H 0.86663 1.03098 -1.77875 0.4 -0.2 0.0
H -0.66490 1.76392 -2.03627 0.2 -0.9 -0.5
H -0.37884 0.06887 -2.54341 -0.6 -1.0 -0.8
H -2.47290 -0.08676 0.55093 -1.3 -0.6 2.7
H -2.40737 -0.92574 -0.99888 0.9 1.9 1.0
H -2.72751 0.82481 -0.81018 -1.2 1.7 -1.0
H 0.75025 -1.55286 -2.68865 0.8 -2.8 -1.1
H 0.44936 -3.08406 -2.71206 -1.4 -1.3 0.8
O 1.04351 -2.47116 -3.07310 0.6 4.1 0.3
```
Forces are in eV/Å.

Atom charges from the Löwdin analysis, given in e for atoms 1 to 4: -0.346 0.019 -0.165 -0.201



Density functional theory data (wB97M-V/def2-TZVPD) for a molecular structure, C6H15OPReSbSe5.

Calculated values
HOMO-LUMO gap (spin up / spin down): 6.764 / 6.076 eV
charge: -1
spin multiplicity: 4
HOMO level (spin up / spin down): -4.57 / -4.99 eV

```
30
Properties=species:S:1:pos:R:3:forces:R:3
Re 0.98261 0.10008 1.98536 0.0 0.0 0.0
C -2.86662 -0.78847 1.60650 0.0 0.0 0.0
C -1.97106 -1.32360 0.49460 0.0 0.0 0.0
P -0.26907 -1.71943 1.01192 0.0 0.0 0.0
C 0.56965 -2.37760 -0.47397 0.0 0.0 0.0
C -0.30312 -3.07932 -1.51175 0.0 0.0 0.0
C -0.39693 -3.12862 2.17274 0.0 0.0 0.0
C -0.99107 -4.42169 1.62494 0.0 0.0 0.0
H -3.86872 -0.60815 1.21472 0.0 0.0 0.0
H -2.47896 0.14798 2.00484 0.0 0.0 0.0
H -2.94977 -1.49124 2.43784 0.0 0.0 0.0
H -1.86206 -0.59423 -0.31274 0.0 0.0 0.0
H -2.39223 -2.23218 0.05532 0.0 0.0 0.0
H 1.36298 -3.03381 -0.10181 0.0 0.0 0.0
H 1.06783 -1.52440 -0.93912 0.0 0.0 0.0
H -0.87955 -3.90883 -1.10152 0.0 0.0 0.0
H 0.33129 -3.47204 -2.30773 0.0 0.0 0.0
H -0.99121 -2.36919 -1.96910 0.0 0.0 0.0
H -0.96423 -2.75415 3.02664 0.0 0.0 0.0
H 0.61665 -3.29197 2.54733 0.0 0.0 0.0
H -1.99035 -4.26798 1.21366 0.0 0.0 0.0
H -1.07524 -5.16086 2.42328 0.0 0.0 0.0
H -0.36716 -4.85282 0.84199 0.0 0.0 0.0
Se -0.01447 -0.16388 4.05114 0.0 0.0 0.0
Se -0.56771 0.56501 -2.61828 0.0 0.0 0.0
Sb 0.69360 2.24162 -1.35719 0.0 0.0 0.0
Se 0.78081 4.53752 -1.97440 0.0 0.0 0.0
Se 2.57350 0.68762 -1.66428 0.0 0.0 0.0
Se 0.00855 2.15637 1.11517 0.0 0.0 0.0
O 2.66139 -0.13067 2.02725 0.0 0.0 0.0
```
Forces are in eV/Å.

Atom charges from the Löwdin analysis, given in e for atoms 1 to 4: 0.411 -0.163 -0.400 0.764



Density functional theory data (wB97M-V/def2-TZVPD) for 2 unconnected molecules or ions with the total composition C6H15OPS at a distorted geometry.

Calculated values
HOMO-LUMO gap (spin up / spin down): 9.680 / 4.401 eV
spin multiplicity: 1
HOMO level (spin up / spin down): -9.87 / -7.31 eV

```
24
Properties=species:S:1:pos:R:3:forces:R:3
C -0.74054 -3.25537 -0.49747 0.2 1.1 0.2
C 0.97775 3.58350 -0.11107 0.1 0.0 -0.4
C 0.90820 -1.20300 1.08069 -1.8 0.7 3.6
C -0.14547 -1.92578 -1.04432 -0.3 -1.5 -1.1
C 0.21968 2.24005 -0.02487 -0.8 -0.3 1.3
C 0.03080 -0.77798 -0.05534 0.4 -0.3 -1.2
O 2.44243 0.51211 -0.65542 -0.1 0.1 0.4
P 0.95686 0.66185 -0.68113 -0.1 1.0 -2.2
S -2.89241 1.54965 1.08401 -0.2 0.0 0.0
H -1.80363 -3.40665 -0.59671 -0.5 0.4 -0.2
H -0.27409 -4.07497 -0.97905 0.5 -0.8 -0.5
H -0.52966 -3.30348 0.52835 0.3 -0.5 1.6
H 1.78292 3.65742 -0.85263 -0.2 -0.5 0.0
H 0.19986 4.27378 -0.47469 0.6 0.3 0.6
H 1.44984 3.88673 0.83377 -0.5 0.0 -0.2
H 0.22939 -1.53826 1.93883 1.0 0.4 -0.9
H 1.58173 -1.99564 0.94275 0.9 -1.1 -0.9
H 1.50939 -0.35630 1.44715 -0.2 -0.4 0.2
H -0.83435 -1.81714 -1.90562 0.9 1.2 0.1
H 0.87421 -2.19490 -1.36651 -0.4 0.3 -0.4
H -0.72989 2.43736 -0.57701 0.6 -0.8 0.3
H -0.11057 2.04609 1.05617 0.5 0.3 -1.3
H -0.93003 -0.41189 0.21919 -0.8 0.4 0.7
H -4.17242 1.41282 0.69091 0.1 0.0 0.0
```
Forces are in eV/Å.

Atom charges from the Löwdin analysis, given in e for atoms 1 to 4: -0.095 -0.149 -0.140 -0.254



Density functional theory data (wB97M-V/def2-TZVPD) for 2 unconnected molecules or ions with the total composition C6H15OPS at a distorted geometry.

Calculated values
SMILES: CCP(O)S.C=CCC
HOMO-LUMO gap: 9.296 eV
spin multiplicity: 1
HOMO level: -8.68 eV

```
24
Properties=species:S:1:pos:R:3:forces:R:3
C 2.58242 2.27246 -1.72938 1.4 -0.8 -2.2
C 2.22925 1.90094 -0.27262 2.9 -1.2 1.0
P 1.02621 0.48259 0.01937 -0.7 1.1 -0.8
O 1.20797 -0.01772 1.60192 1.1 0.3 -1.0
S 2.17046 -0.93142 -1.04012 -0.9 -0.4 -1.3
H 3.31587 3.15182 -1.93672 -1.1 -1.5 1.1
H 3.01985 1.36184 -2.46025 -1.3 2.3 2.4
H 1.66740 2.59711 -2.17205 -0.7 0.2 -0.8
H 1.92997 2.75592 0.34961 0.1 -0.1 -0.3
H 3.21754 1.48535 0.13707 -1.2 0.8 0.0
H 1.98828 -0.59281 1.58534 -0.1 0.0 0.7
H 1.19926 -0.96580 -2.06290 1.1 -0.2 1.2
C -0.85217 -2.45154 -0.21024 0.2 -0.4 0.4
C -1.20807 -1.41820 0.55395 -2.1 0.7 -1.8
C -2.47964 -0.61744 0.28007 1.0 0.0 0.8
C -3.21285 -0.34729 1.60557 -0.7 -1.3 -0.7
H -0.01519 -3.04236 0.15792 0.1 0.0 -0.6
H -1.36850 -2.79877 -1.15995 0.5 0.6 1.5
H -0.76825 -0.94329 1.38743 1.3 -0.8 1.0
H -2.24832 0.35507 -0.26174 -0.5 -1.3 0.4
H -3.05761 -1.36888 -0.21787 -0.9 0.5 -1.2
H -3.57590 -1.27725 2.08784 0.2 0.3 -0.5
H -2.70033 0.16126 2.36852 1.3 0.8 0.8
H -4.06765 0.24841 1.38924 -0.9 0.5 -0.1
```
Forces are in eV/Å.

Atom charges from the Löwdin analysis, given in e for atoms 1 to 4: -0.222 -0.505 0.580 -0.369



Density functional theory data (wB97M-V/def2-TZVPD) for 2 unconnected molecules or ions with the total composition C6H15P2 at a distorted geometry.

Calculated values
HOMO-LUMO gap (spin up / spin down): 4.743 / 9.805 eV
charge: +1
spin multiplicity: 1
HOMO level (spin up / spin down): -11.78 / -13.16 eV

```
23
Properties=species:S:1:pos:R:3:forces:R:3
C -1.02060 -2.55978 0.98859 0.2 -2.1 -2.8
C -0.76774 -1.33572 1.40513 0.0 0.8 0.7
C 1.56631 -1.55602 -1.25631 1.7 -2.4 0.9
C 2.19433 2.08483 0.17187 0.6 0.3 1.2
C -3.61745 2.28148 -0.13593 0.5 -0.1 0.5
C 0.35150 -0.65109 -1.25774 -1.1 -1.8 1.1
P 1.57678 0.73841 1.27261 -0.9 0.2 0.3
P -0.29833 0.05991 0.35016 1.0 -1.0 -0.3
H -0.97746 -3.52984 1.56040 -0.5 1.5 -0.1
H -1.14546 -2.73967 -0.14337 0.3 0.2 1.8
H -0.79830 -1.13912 2.47268 0.3 0.2 0.0
H 1.88047 -1.96302 -2.23535 -0.3 1.2 -0.1
H 2.44482 -1.16244 -0.72728 -0.1 0.5 -0.5
H 1.56413 -2.58008 -0.77805 -1.2 1.1 0.2
H 1.54403 2.11439 -0.68470 0.1 0.1 -0.6
H 3.20101 1.65692 -0.04476 -0.6 1.0 -0.4
H 2.22994 3.11660 0.65323 0.1 -1.5 -0.5
H -3.41667 3.33530 -0.14229 0.0 0.2 0.0
H -3.44309 1.70953 0.76049 -0.1 0.0 0.1
H -4.01934 1.79871 -0.99298 -0.3 -0.2 -0.5
H -0.49806 -1.19898 -1.67444 -0.1 0.1 -0.1
H 0.53520 0.14492 -1.90297 0.2 1.6 -1.1
H 0.91399 1.37475 2.34104 0.2 0.2 0.1
```
Forces are in eV/Å.

Atom charges from the Löwdin analysis, given in e for atoms 1 to 4: -0.017 -0.408 -0.167 -0.346



Summary of E in a.u.
-991.2960 -1561.9632 -690.4296 -581.6859 -388.0332 -387.9571 -12980.0618 -1052.2731 -1052.3229 -919.8858
(order as listed above)